# C6H6N

A gas-phase ion, C6H6N (charge +1) at a distorted geometry (ωB97M-V with the def2-TZVPD basis set, OMol25).

Summary:
**HOMO energy**: -13.994 eV
**Kohn-Sham gap**: 8.05 eV
**F_max**: 5.94 eV Å⁻¹
**LUMO**: -5.9 eV
**Charge**: +1

The geometry in XYZ format:
```
13
Properties=species:S:1:pos:R:3:forces:R:3:lowdin_charge:R:1
C -2.02405 0.24566 -0.46005 -2.5564 1.9660 0.1238 -0.02
C -1.04028 -0.58870 -0.68561 1.8992 -0.5351 0.4759 0.08
C -2.89604 1.21734 -0.27401 5.2346 -1.8022 2.1457 0.21
C -1.69614 1.49629 0.48594 -0.6925 -1.0309 -1.6538 -0.08
C -0.51828 1.80593 0.92881 1.4786 -2.8938 -1.8391 0.09
C 1.25354 -1.56239 -0.76438 2.6691 1.2717 2.0272 -0.01
N 0.07357 -0.89247 -0.48911 -1.9321 -0.4183 -0.7468 0.15
H -3.74543 1.71218 -0.37500 -4.0074 1.5297 -1.0729 0.09
H 0.37815 1.12297 0.57428 -1.7405 1.1914 0.9806 0.12
H -0.27142 2.61813 1.48436 0.5431 2.2704 1.6024 0.04
H 1.35815 -2.55644 -0.36946 -0.3437 -0.2830 0.3545 0.12
H 1.52742 -1.51259 -1.75200 -0.1938 -0.3366 -2.8416 0.08
H 2.05218 -0.88116 -0.37724 -0.3581 -0.9293 0.4443 0.13
```
Positions in Å, forces in eV/Å.

***

# C6H6N

A gas-phase ion, C6H6N (charge +1) at a distorted geometry (ωB97M-V with the def2-TZVPD basis set, OMol25).

Summary:
**HOMO energy (alpha / beta)**: -13.866 / -13.865 eV
**Kohn-Sham gap (alpha / beta)**: 7.39 / 7.39 eV
**F_max**: 2.98 eV Å⁻¹
**LUMO (alpha / beta)**: -6.5 / -6.5 eV
**Charge**: +1

The geometry in XYZ format:
```
13
Properties=species:S:1:pos:R:3:forces:R:3:lowdin_charge:R:1
C -0.99123 0.75602 -1.32032 -0.2192 -0.2341 1.3725 0.06
C 0.95725 1.22956 -0.62918 -0.5163 -0.8518 0.4629 0.05
C 1.84453 0.22042 -0.09637 0.3023 -0.4484 0.0083 0.02
C -0.54348 -0.07808 1.19995 0.4779 -0.6948 -2.7924 0.11
C -0.86640 -0.40721 -0.44381 1.0565 0.6141 -1.6270 -0.07
C 0.46254 -0.28287 0.23364 0.2901 -0.1406 -0.4093 -0.21
N -0.03883 1.75646 -1.20901 0.8399 -0.6453 0.0755 0.16
H -1.71345 0.88102 -2.13112 0.2372 -0.2381 0.1785 0.15
H 2.54203 -0.39453 -0.74153 -0.8115 1.1383 0.3737 0.17
H 2.31452 0.44955 0.88984 -0.3240 0.1314 -0.8081 0.18
H -0.86236 0.82566 1.54082 -0.5994 2.7091 1.0945 0.10
H -0.93532 -0.90102 1.67931 -0.7534 -1.8353 1.0531 0.11
H -1.30999 -1.33448 -0.85134 0.0199 0.4954 1.0180 0.17
```
Positions in Å, forces in eV/Å.

***

# C6H6N2

A single C6H6N2 molecule at a distorted geometry (ωB97M-V with the def2-TZVPD basis set, OMol25).

Summary:
**HOMO energy**: -10.174 eV
**Kohn-Sham gap**: 9.81 eV
**F_max**: 3.50 eV Å⁻¹
**LUMO**: -0.4 eV
**Charge**: 0

The geometry in XYZ format:
```
14
Properties=species:S:1:pos:R:3:forces:R:3:lowdin_charge:R:1
C -0.22719 0.38701 -0.56127 2.7416 -2.1785 0.0123 -0.33
C -1.06110 -0.03364 0.59079 -0.5062 2.6281 -0.3995 -0.26
C 1.29723 0.16726 -0.09799 -0.9363 1.0034 -2.8309 -0.13
C -2.28093 0.50263 0.75283 -0.0268 -0.8545 0.3393 0.13
C 2.06048 -0.69815 -0.77465 -0.1894 0.4426 0.5280 0.02
N -0.61420 0.58513 -1.75799 -0.0545 0.0131 1.0049 0.16
C -0.28156 -0.58806 1.66654 -0.9729 -2.4887 2.1516 -0.21
N 0.03404 -1.26129 2.56967 -0.0880 1.5855 -1.5918 0.18
H 0.16824 0.71202 -2.40715 -0.0950 0.1546 0.4100 0.07
H 1.72673 0.95370 0.51391 -0.0196 -0.1973 0.2223 0.10
H -2.83933 0.34353 1.66978 0.0324 0.0921 -0.0921 0.08
H -2.75484 1.05466 -0.05489 0.2158 -0.1367 0.0743 0.08
H 1.63030 -1.45540 -1.42366 0.0167 0.2098 -0.0746 0.07
H 3.14213 -0.66942 -0.68592 -0.1179 -0.2736 0.2463 0.06
```
Positions in Å, forces in eV/Å.